# 1
{
  "formula": "C28H43IrN8OPS5",
  "method": "ωB97M-V/def2-TZVPD",
  "elements": ["Ir", "C", "C", "N", "C", "S", "N", "N", "C", "C", "C", "C", "C", "C", "C", "N", "H", "H", "H", "H", "H", "H", "H", "H", "H", "H", "H", "H", "H", "O", "C", "S", "C", "C", "S", "S", "S", "N", "P", "N", "C", "C", "C", "C", "C", "N", "C", "C", "C", "C", "C", "N", "C", "C", "C", "C", "C", "H", "H", "H", "H", "H", "H", "H", "H", "H", "H", "H", "H", "H", "H", "H", "H", "H", "H", "H", "H", "H", "H", "H", "H", "H", "H", "H", "H", "H", "H"],
  "xyz": [[-1.87175, 0.41362, 1.01898], [-2.82430, -3.66847, 4.99663], [-1.67104, -4.02757, 4.06142], [-0.74110, -2.93862, 3.89130], [-0.96611, -1.86540, 3.10508], [-2.30396, -1.92861, 2.01609], [-0.08716, -0.89770, 3.19725], [-0.25271, 0.22088, 2.52563], [0.63720, 1.18691, 2.55822], [1.96914, 0.99811, 3.22027], [0.26995, 2.43355, 1.96096], [1.11636, 3.55950, 1.96292], [0.70942, 4.72471, 1.36424], [-0.55152, 4.77303, 0.76512], [-1.33711, 3.64044, 0.80026], [-0.95152, 2.50417, 1.36479], [-3.54319, -4.48193, 5.04845], [-3.32575, -2.78068, 4.61967], [-2.45894, -3.46188, 5.99957], [-2.06399, -4.28725, 3.07593], [-1.10472, -4.87568, 4.45336], [-0.06641, -2.78822, 4.62699], [2.05403, -0.04220, 3.52320], [2.04510, 1.62985, 4.10405], [2.78193, 1.25185, 2.54128], [2.08181, 3.49257, 2.43631], [1.34701, 5.59415, 1.36045], [-0.90666, 5.66792, 0.28429], [-2.32263, 3.63688, 0.35565], [-7.41679, 3.80899, 4.09244], [-6.49497, 3.21901, 3.61908], [-6.34499, 2.86342, 1.88678], [-4.82907, 1.97437, 1.95933], [-4.25147, 1.86731, 3.20697], [-2.80421, 1.07734, 3.53711], [-5.12160, 2.61477, 4.54786], [-4.22038, 1.31716, 0.51024], [-1.03733, -0.18409, -0.64086], [0.20672, -0.57864, -1.50797], [1.26451, 0.73291, -1.81216], [0.54547, 1.80439, -2.51704], [1.24383, 3.15325, -2.35153], [2.74841, 2.92487, -2.36051], [3.15017, 2.12918, -1.11323], [1.98455, 1.24453, -0.65991], [1.22749, -1.72156, -0.83317], [0.59927, -2.82852, -0.13851], [1.37938, -3.13883, 1.13576], [2.82044, -3.49381, 0.78659], [3.44481, -2.34658, -0.00194], [2.58716, -2.02816, -1.22842], [-0.28884, -1.12121, -3.01087], [-1.58173, -0.71769, -3.56810], [-1.71126, -1.16736, -5.01907], [-0.55952, -0.62593, -5.86402], [0.79961, -0.95736, -5.22471], [0.62630, -1.75764, -3.93504], [-0.49119, 1.87496, -2.15533], [0.52263, 1.53358, -3.57743], [0.93967, 3.63589, -1.42108], [0.94737, 3.80754, -3.17059], [3.28795, 3.87057, -2.39882], [3.00352, 2.35748, -3.25659], [3.39635, 2.81206, -0.29672], [4.03637, 1.52853, -1.32910], [1.31052, 1.82983, -0.03016], [2.33468, 0.40167, -0.06574], [0.57784, -3.72417, -0.77739], [-0.42927, -2.54355, 0.09218], [0.89814, -3.96297, 1.66363], [1.36746, -2.26215, 1.78422], [2.83978, -4.40574, 0.18540], [3.39453, -3.68233, 1.69557], [4.44971, -2.61727, -0.33214], [3.51956, -1.46744, 0.64022], [2.59921, -2.91946, -1.87686], [2.99924, -1.17759, -1.77558], [-1.68859, 0.37008, -3.52354], [-2.38138, -1.15106, -2.95975], [-2.66012, -0.80320, -5.41392], [-1.72811, -2.25538, -5.07414], [-0.66701, 0.45495, -5.96475], [-0.62077, -1.04603, -6.86918], [1.34543, -0.04196, -4.99633], [1.41708, -1.54199, -5.90817], [1.59271, -1.86017, -3.44824], [0.25936, -2.76274, -4.17315]],
  "forces_ev_per_angstrom": [[-0.29, 0.92, 7.47], [0.17, -0.02, -0.16], [-0.35, -0.17, 0.10], [0.23, 0.43, 0.16], [-0.59, -0.10, -0.78], [-0.10, 1.30, -1.27], [1.37, 0.14, 1.30], [-0.54, 0.27, -3.05], [0.00, -1.71, 0.67], [-0.44, -0.02, 0.26], [-0.68, 1.10, -0.89], [-0.24, -0.72, 0.38], [-0.65, 0.14, -0.31], [0.48, 0.05, 0.36], [-0.28, 0.16, -0.18], [0.40, -1.11, -0.90], [-0.08, -0.08, 0.02], [-0.12, 0.05, 0.02], [0.03, 0.01, 0.13], [0.10, -0.13, 0.09], [-0.07, 0.00, -0.12], [0.08, 0.06, -0.13], [0.09, 0.06, 0.01], [0.15, 0.04, 0.13], [0.00, 0.05, -0.11], [0.10, -0.03, 0.06], [0.12, 0.08, -0.02], [-0.09, 0.10, -0.07], [-0.05, -0.09, -0.09], [-0.24, 0.17, 0.10], [0.23, -0.16, -0.16], [0.09, -0.18, -0.33], [0.01, -0.08, -0.78], [0.40, -0.04, 0.95], [-0.05, -0.03, -1.12], [0.27, -0.20, -0.05], [0.36, -0.25, -0.66], [1.52, -0.94, -2.64], [-2.05, 1.07, 1.99], [0.14, -0.64, -0.33], [-0.18, 0.11, -0.23], [0.18, -0.20, -0.21], [0.00, 0.14, 0.12], [-0.11, -0.08, -0.04], [0.19, -0.05, 0.03], [0.12, 0.16, -0.37], [-0.29, 0.05, 0.43], [0.02, -0.29, -0.27], [-0.02, 0.26, 0.20], [-0.05, -0.26, -0.21], [0.31, 0.18, 0.12], [0.03, 0.40, 0.37], [-0.33, -0.12, 0.15], [0.12, 0.22, 0.04], [-0.07, -0.11, -0.04], [0.03, -0.12, 0.09], [0.22, 0.00, -0.06], [0.05, -0.01, -0.04], [-0.09, 0.11, 0.02], [0.00, 0.04, 0.03], [-0.08, 0.06, -0.01], [0.08, 0.03, -0.06], [0.06, 0.01, -0.06], [0.10, 0.03, 0.05], [0.00, -0.03, 0.09], [0.00, -0.04, 0.02], [0.02, 0.03, 0.09], [-0.01, -0.01, -0.06], [0.10, -0.10, -0.03], [-0.05, -0.03, 0.08], [-0.04, 0.00, 0.03], [0.02, -0.08, -0.04], [0.06, -0.08, 0.00], [0.07, 0.07, 0.01], [0.03, 0.12, 0.01], [0.05, 0.10, -0.09], [0.01, -0.10, -0.07], [-0.09, 0.03, 0.02], [0.02, 0.14, -0.04], [-0.07, -0.07, 0.03], [-0.09, -0.09, -0.01], [-0.05, 0.06, -0.02], [0.00, 0.06, -0.04], [0.08, 0.03, 0.02], [0.07, 0.03, -0.04], [-0.01, -0.12, -0.07], [0.15, -0.06, 0.01]],
  "energy_ha": -4042.67642,
  "mol_weight_g_mol": 891.23,
  "multiplicity": 2,
  "e_lumo_ev": [-0.97, -1.74],
  "fmax_ev_per_a": 7.53,
  "homo_lumo_gap_ev": [5.669, 4.881]
}



# 2
{
  "formula": "C23H15O5PTb",
  "method": "ωB97M-V/def2-TZVPD",
  "elements": ["O", "C", "Tb", "O", "C", "C", "O", "C", "O", "C", "O", "C", "C", "C", "C", "C", "C", "P", "C", "C", "C", "C", "C", "C", "C", "C", "C", "C", "C", "C", "H", "H", "H", "H", "H", "H", "H", "H", "H", "H", "H", "H", "H", "H", "H"],
  "xyz": [[0.00098, 0.00033, -3.40917], [0.00162, 0.00296, -2.26068], [-0.03164, -0.05931, 0.13538], [2.22102, -2.83529, -0.05600], [1.48600, -1.95615, -0.03106], [-1.49429, 1.91405, -0.00356], [-2.21335, 2.81641, -0.03860], [-1.91952, -1.52191, -0.07372], [-2.84959, -2.22685, -0.06073], [1.88844, 1.52546, -0.04174], [2.80415, 2.21205, -0.05107], [-0.55754, 3.97076, 5.60265], [0.46101, 3.97750, 4.63493], [0.60693, 2.87551, 3.80090], [-0.26806, 1.78442, 3.97939], [-1.29181, 1.77541, 4.94210], [-1.42962, 2.88968, 5.76894], [0.03325, 0.33854, 2.95858], [1.67215, -0.23262, 3.51282], [2.79426, -0.37642, 2.66659], [4.03567, -0.69731, 3.22579], [4.14185, -0.85261, 4.60973], [3.03087, -0.69058, 5.44735], [1.79246, -0.38115, 4.89787], [-1.44746, -0.71068, 3.20494], [-1.27765, -1.94923, 3.82576], [-2.39924, -2.72785, 4.09753], [-3.67090, -2.29565, 3.70920], [-3.83093, -1.08257, 3.02938], [-2.71787, -0.28834, 2.76400], [-0.66974, 4.83542, 6.24090], [1.14901, 4.81416, 4.51714], [1.39198, 2.80703, 3.04227], [-1.92904, 0.89260, 5.03458], [-2.21639, 2.87902, 6.51866], [2.70928, -0.20232, 1.57984], [4.90276, -0.81923, 2.57853], [5.09993, -1.10386, 5.04837], [3.10498, -0.79394, 6.52845], [0.91591, -0.19920, 5.50717], [-0.27778, -2.26971, 4.09588], [-2.28118, -3.66950, 4.62261], [-4.54771, -2.90484, 3.92722], [-4.81879, -0.74889, 2.71299], [-2.83542, 0.64849, 2.21267]],
  "forces_ev_per_angstrom": [[-0.04, -0.08, 4.52], [0.20, 0.42, -6.88], [0.00, -0.04, 3.87], [-2.78, 3.30, 0.09], [3.90, -4.86, -0.34], [-4.14, 5.23, -0.38], [3.21, -3.95, 0.22], [-6.57, -4.97, -0.02], [4.93, 3.66, -0.18], [3.96, 3.13, -0.14], [-3.17, -2.31, 0.02], [0.01, -0.02, -0.04], [-0.06, -0.35, -0.16], [-0.51, -0.33, 0.40], [-0.17, 0.25, -0.35], [0.49, 0.12, -0.31], [0.23, -0.18, -0.39], [0.24, 1.26, -0.26], [-0.30, -0.40, -0.18], [-0.39, -0.08, 0.43], [-0.41, 0.07, -0.21], [-0.24, -0.03, 0.09], [-0.12, 0.00, -0.12], [0.40, -0.06, -0.32], [1.14, -0.34, -0.75], [-0.40, -0.29, -0.04], [0.11, -0.02, 0.02], [-0.03, 0.17, -0.06], [0.13, 0.10, -0.06], [-0.05, -0.08, -0.31], [0.00, 0.04, 0.06], [-0.33, -0.09, 0.21], [-0.14, 0.22, 0.29], [0.11, 0.45, 0.17], [0.23, 0.24, -0.05], [0.10, -0.09, 0.44], [-0.14, 0.05, 0.24], [-0.01, 0.05, -0.06], [0.19, -0.01, -0.26], [0.14, -0.10, 0.25], [-0.12, -0.11, 0.17], [-0.05, 0.06, -0.07], [0.24, 0.12, -0.03], [0.22, -0.13, 0.10], [-0.04, -0.03, 0.39]],
  "energy_ha": -2426.33500,
  "mol_weight_g_mol": 561.27,
  "multiplicity": 7,
  "e_lumo_ev": [-12.99, -12.71],
  "total_charge": 3,
  "fmax_ev_per_a": 8.24,
  "homo_lumo_gap_ev": [4.179, 4.469]
}



- Which value of multiplicity does entry 2 give?
  7